[1]
The following is a DFT calculation (ωB97M-V/def2-TZVPD) of C64H71CuGe2I2N3O2PS5 as an isolated structure.

Last column: Löwdin charge in e.
Element x y z (Å)
Cu1 1.4765 0.7725 1.9122  0.058
I1 0.9362 4.0318 5.9331  0.855
C1 2.3770 2.5781 5.4768  -0.637
C2 3.4605 2.4307 6.3415  -0.248
C3 4.4145 1.4745 6.1127  -0.661
I2 6.0875 1.4001 7.4087  0.819
C4 4.2989 0.5829 5.0278  -0.220
C5 5.1888 -0.4606 4.7047  -0.052
C6 4.9384 -1.2648 3.6266  -0.044
C7 3.7869 -1.0568 2.8518  -0.144
N1 2.9604 -0.0781 3.1185  0.031
C8 3.1893 0.7480 4.1587  -0.175
C9 2.2069 1.7966 4.3277  -0.486
O1 1.2748 1.9451 3.4602  -0.206
H1 3.5478 3.0943 7.1906  0.070
H2 6.0658 -0.6212 5.3191  0.057
H3 5.6294 -2.0527 3.3616  0.099
H4 3.5403 -1.6839 2.0034  0.077
C10 0.7055 0.3409 -7.3711  -0.053
C11 0.2413 1.2378 -6.2537  -0.281
C12 -1.1095 1.3868 -5.9728  -0.040
C13 -1.5499 2.1730 -4.9151  -0.188
C14 -3.0164 2.2386 -4.5825  -0.025
C15 -0.6063 2.8647 -4.1502  -0.186
C16 0.7554 2.7375 -4.4210  -0.260
C17 1.7761 3.4850 -3.6045  -0.038
C18 1.1613 1.9108 -5.4610  -0.025
C19 -1.1255 3.8325 -3.1462  -0.229
C20 -1.4129 5.1116 -3.6212  -0.037
C21 -2.0311 6.0451 -2.8145  -0.069
C22 -2.4030 5.6906 -1.5292  -0.037
C23 -2.1240 4.4238 -1.0265  -0.216
C24 -1.4317 3.4878 -1.8284  -0.180
Ge1 -0.6361 1.8255 -0.9956  0.105
S1 0.9180 2.4813 0.4003  0.283
S2 0.3454 0.2978 -2.4183  0.284
Ge2 -0.3226 -1.1190 -0.7470  0.059
S3 1.0845 -1.2065 0.9096  0.297
S4 -2.0494 0.2348 -0.1748  0.279
C25 -0.8358 -2.9298 -1.4946  -0.172
C26 -0.1322 -4.1113 -1.1785  -0.209
C27 -0.4341 -5.3039 -1.8401  -0.041
C28 -1.4197 -5.3642 -2.8045  -0.065
C29 -2.1521 -4.2283 -3.0736  -0.041
C30 -1.8756 -3.0221 -2.4293  -0.224
C31 -2.8097 -1.9228 -2.8071  -0.157
C32 -2.7093 -1.3313 -4.0701  -0.189
C33 -1.4958 -1.5348 -4.9369  -0.039
C34 -3.7514 -0.5279 -4.5209  -0.053
C35 -4.8624 -0.2649 -3.7364  -0.286
C36 -5.9913 0.5917 -4.2449  -0.050
C37 -4.9207 -0.8234 -2.4647  -0.016
C38 -3.9252 -1.6693 -1.9984  -0.253
C39 -4.0662 -2.3296 -0.6531  -0.057
C40 0.9084 -4.3129 -0.1283  -0.191
C41 0.5030 -4.7247 1.1413  -0.224
C42 -0.9370 -4.6282 1.5624  -0.022
C43 1.4593 -5.1760 2.0404  -0.012
C44 2.8046 -5.2091 1.7149  -0.272
C45 3.8261 -5.7338 2.6889  -0.054
C46 3.1961 -4.7359 0.4669  -0.013
C47 2.2660 -4.2964 -0.4640  -0.229
C48 2.7030 -3.7773 -1.8055  -0.023
C49 -2.6211 4.0645 0.3285  -0.155
C50 -1.9493 4.4915 1.4809  -0.216
C51 -0.8125 5.4734 1.3998  -0.050
C52 -2.3469 3.9810 2.7038  0.002
C53 -3.4067 3.0870 2.8132  -0.261
C54 -3.7001 2.4368 4.1349  -0.046
C55 -4.1480 2.7975 1.6799  -0.024
C56 -3.7724 3.2772 0.4306  -0.231
C57 -4.6036 2.9623 -0.7895  -0.035
H5 -0.1411 -0.0702 -7.9207  0.070
H6 1.2889 -0.4904 -6.9694  0.082
H7 1.3408 0.8853 -8.0725  0.075
H8 -1.8445 0.8739 -6.5843  0.109
H9 -3.6178 1.9268 -5.4367  0.073
H10 -3.3277 3.2360 -4.2735  0.087
H11 -3.2297 1.5525 -3.7576  0.079
H12 1.4515 3.5911 -2.5685  0.056
H13 1.9362 4.4875 -4.0105  0.092
H14 2.7288 2.9553 -3.6155  0.057
H15 2.2229 1.7873 -5.6535  0.121
H16 -1.1557 5.3519 -4.6468  0.122
H17 -2.2465 7.0359 -3.1964  0.099
H18 -2.9314 6.3948 -0.8971  0.120
H19 0.1202 -6.1955 -1.5704  0.124
H20 -1.6225 -6.2898 -3.3299  0.101
H21 -2.9578 -4.2545 -3.7981  0.126
H22 -0.9820 -2.4640 -4.6992  0.078
H23 -0.7923 -0.7177 -4.7630  0.027
H24 -1.7625 -1.5354 -5.9958  0.082
H25 -3.6936 -0.1027 -5.5175  0.102
H26 -5.8517 0.8392 -5.2973  0.072
H27 -6.0563 1.5237 -3.6783  0.077
H28 -6.9458 0.0728 -4.1396  0.077
H29 -5.7784 -0.6139 -1.8328  0.119
H30 -5.0539 -2.1394 -0.2336  0.078
H31 -3.3219 -1.9360 0.0422  0.016
H32 -3.9133 -3.4080 -0.7274  0.082
H33 -1.6122 -5.0193 0.7999  0.080
H34 -1.1882 -3.5748 1.7236  0.083
H35 -1.1034 -5.1651 2.4976  0.066
H36 1.1352 -5.5205 3.0168  0.097
H37 3.3483 -6.1958 3.5537  0.064
H38 4.4603 -4.9249 3.0483  0.069
H39 4.4716 -6.4753 2.2149  0.076
H40 4.2523 -4.7194 0.2141  0.116
H41 3.7876 -3.8111 -1.9028  0.075
H42 2.3837 -2.7378 -1.9236  0.078
H43 2.2550 -4.3533 -2.6178  0.081
H44 -0.1352 5.2212 0.5844  0.048
H45 -0.2489 5.4704 2.3325  0.073
H46 -1.1962 6.4833 1.2274  0.079
H47 -1.7831 4.2420 3.5891  0.100
H48 -2.8120 1.9026 4.4723  0.081
H49 -4.5262 1.7296 4.0564  0.070
H50 -3.9405 3.1771 4.9015  0.077
H51 -5.0143 2.1476 1.7536  0.114
H52 -5.6339 2.7531 -0.4987  0.077
H53 -4.2212 2.0794 -1.3079  0.055
H54 -4.5975 3.7953 -1.4932  0.078
C58 6.4201 1.8937 0.0998  -0.185
P1 4.6031 2.0516 0.1826  0.528
C59 4.3206 3.5573 1.1560  -0.171
C60 4.0926 2.4403 -1.5088  -0.193
O2 3.9900 0.8325 0.7620  -0.369
H55 6.8966 2.7931 -0.2903  0.043
H56 6.6558 1.0408 -0.5371  0.046
H57 6.7836 1.6867 1.1071  0.045
H58 4.8114 4.4164 0.6974  0.049
H59 4.7037 3.4030 2.1659  0.053
H60 3.2436 3.7264 1.2031  0.006
H61 4.6304 3.3053 -1.9003  0.058
H62 3.0217 2.6371 -1.4720  -0.018
H63 4.2643 1.5625 -2.1328  0.063
C61 -1.9665 -3.0018 5.2840  -0.066
N2 -0.5771 -3.2882 5.5107  -0.173
C62 -0.1337 -4.5669 6.0314  -0.132
C63 1.3905 -4.4051 6.0587  -0.146
N3 1.5391 -2.9569 6.0276  0.017
C64 0.4013 -2.3513 5.5600  -0.840
S5 0.2794 -0.7607 5.1610  0.743
H64 -2.4077 -3.7895 4.6704  0.083
H65 -2.0368 -2.0521 4.7575  0.053
H66 -2.5201 -2.9285 6.2268  0.090
H67 -0.4527 -5.3855 5.3824  0.112
H68 -0.5419 -4.7430 7.0348  0.120
H69 1.8490 -4.8682 5.1804  0.091
H70 1.8407 -4.8323 6.9543  0.111
H71 2.4186 -2.5397 5.7710  0.120

## Properties
total charge: -1
Kohn-Sham gap (spin up / spin down): 0.253 / 0.254 Eh
multiplicity: 2
E_HOMO (spin up / spin down): -4.93 / -4.97 eV
calculated total energy: -313436.313 eV
relative energy (zero: lowest compared OMol25 entry of this formula, charge and spin): 24.1 kcal per mole


[2]
The following is a DFT calculation (ωB97M-V/def2-TZVPD) of an isolated ion of composition C3H10NS2 and charge +1.

Last column: natural (NBO) charge in e.
Element x y z (Å)
C1 2.5390 0.7697 -1.5759  -0.649
C2 1.6739 0.0690 -0.5801  -0.036
N1 2.2001 0.3095 0.8570  -0.687
C3 0.2098 0.5254 -0.5658  -0.555
S1 -0.7614 -0.7735 0.2836  0.066
S2 -2.5816 -0.0095 0.6120  -0.059
H1 3.5464 0.3752 -1.5989  0.238
H2 2.0664 0.7703 -2.5497  0.263
H3 2.7504 1.8216 -1.3315  0.235
H4 1.6603 -1.0148 -0.6331  0.229
H5 3.1940 0.5246 0.9224  0.445
H6 1.6681 1.0151 1.3730  0.443
H7 2.0287 -0.5350 1.4103  0.450
H8 0.1129 1.4795 -0.0467  0.225
H9 -0.1377 0.5618 -1.5883  0.250
H10 -3.1341 -0.0887 -0.6151  0.142

## Properties
total charge: +1
Kohn-Sham gap: 0.338 Eh
SMILES string: C[C@@H]([NH3+])CSS
E_HOMO: -12.81 eV
calculated total energy: -26427.150 eV
relative energy (zero: lowest compared OMol25 entry of this formula, charge and spin): 9.2 kcal per mole


Which of these has the lowest calculated total energy? C64H71CuGe2I2N3O2PS5